No. 1
Density functional theory data (ωB97M-V with the def2-TZVPD basis set) for one molecule with the formula C4H8O2.

The energy above the lowest of the compared OMol25 structures with the same formula, charge and spin is 49.2 kcal/mol. The calculation puts the lowest unoccupied orbital energy at 0.92 eV. Its SMILES is C=C(CO)OC. The HOMO energy is -8.932 eV.

The geometry in ORCA input format:
```
! RIJCOSX wB97M-V def2-TZVPD def2/J DEFGRID3
* xyz 0 1
C -0.56352 -1.43579 0.20356
C 0.19565 -0.34573 0.09631
C 1.71996 -0.41480 0.13930
O 2.42389 0.57626 -0.57523
O -0.29989 0.93018 0.10465
C -1.67606 1.16104 -0.18080
H -0.16735 -2.42624 0.00457
H -1.60996 -1.30906 0.45436
H 2.03237 -0.43108 1.20094
H 2.01373 -1.38937 -0.27353
H 2.01607 1.43297 -0.39121
H -2.17397 1.59952 0.69485
H -2.15879 0.21625 -0.43312
H -1.75213 1.83586 -1.04466
*
```


No. 2
Density functional theory data (ωB97M-V with the def2-TZVPD basis set) for C34H39ClN4O2P2Tc as an isolated structure at a distorted geometry.

Its expectation value of S² is 3.788. The calculation puts the lowest unoccupied orbital energy (alpha / beta) at -8.50 / -9.65 eV. The HOMO energy (alpha / beta) is -12.766 / -12.765 eV.

The geometry in ORCA input format:
```
! RIJCOSX wB97M-V def2-TZVPD def2/J DEFGRID3
* xyz 2 4
Tc 3.47409 1.68374 -2.51341
C -2.45962 -1.03061 -2.47299
C -1.18189 -0.82103 -2.84682
C -0.58314 -0.21035 -4.07430
C -0.53265 1.33022 -4.30241
C -1.41384 2.20405 -3.43906
C -2.70976 1.98550 -3.27432
C -3.52319 0.86237 -3.81913
C -3.63794 -0.12636 -2.63826
C 3.38615 3.12282 -0.91675
H -2.64982 -1.83862 -1.75566
H -0.42703 -1.39131 -2.28528
H -0.97147 -0.67743 -4.99870
H 0.47336 -0.51557 -3.96008
H 0.50461 1.67660 -4.15792
H -0.76187 1.48576 -5.37306
H -0.92827 3.07115 -3.00214
H -3.28292 2.66388 -2.63286
H -3.14744 0.37397 -4.72731
H -4.52713 1.26881 -4.02610
H -3.67525 0.48364 -1.71486
H -4.60163 -0.66769 -2.66691
H 3.87626 2.69214 -0.00788
H 2.31168 3.16354 -0.65434
H 3.74245 4.17131 -1.00243
P 3.41384 3.69651 -3.37200
P 3.79307 0.73398 -4.70330
N 2.01703 4.87665 -3.44836
N 4.70426 4.98478 -3.33368
N 2.61485 0.83018 -6.25956
N 4.88541 -0.41565 -5.79355
C 3.63036 3.34576 -5.13473
C 4.70237 2.24766 -5.25273
C 1.32440 5.44799 -2.38176
C 0.57458 6.52252 -2.84298
C 0.81374 6.63689 -4.23807
C 1.70633 5.62482 -4.57997
C 5.57001 5.26084 -2.28500
C 6.32762 6.37555 -2.60690
C 5.97992 6.76607 -3.93438
C 4.95132 5.91872 -4.34343
C 1.55640 -0.02246 -6.54127
C 0.96673 0.32318 -7.76982
C 1.70199 1.43035 -8.28165
C 2.71519 1.69688 -7.36068
C 4.87822 -0.68970 -7.16826
C 6.16356 -1.01839 -7.60045
C 7.00054 -0.99184 -6.44180
C 6.19677 -0.62697 -5.36469
H 3.89951 4.18537 -5.79011
H 2.63119 2.99834 -5.45036
H 5.09118 2.19014 -6.28225
H 5.55224 2.36367 -4.54285
H 1.42660 5.02433 -1.39602
H -0.06703 7.16638 -2.24762
H 0.42182 7.35783 -4.93816
H 2.13655 5.36209 -5.52405
H 5.59555 4.61927 -1.40936
H 7.03625 6.87803 -1.96302
H 6.39150 7.54542 -4.54839
H 4.41930 5.90427 -5.28105
H 1.28910 -0.82504 -5.87120
H 0.11201 -0.15533 -8.22834
H 1.53666 1.98790 -9.19790
H 3.41187 2.52204 -7.37374
H 3.98305 -0.60800 -7.76787
H 6.44465 -1.22410 -8.62616
H 8.06124 -1.19578 -6.40991
H 6.44355 -0.46836 -4.32575
Cl -0.87577 -3.21867 2.77216
C 0.03230 -2.24519 1.69350
C 1.41150 -2.45913 1.54091
C 2.12484 -1.60041 0.70115
C 1.44301 -0.60403 -0.00170
C 0.08603 -0.35073 0.18750
C -0.62966 -1.18170 1.04654
C 2.23427 0.20185 -0.94159
O 3.46405 0.41951 -0.74774
O 1.65462 0.72937 -1.96597
H 1.89791 -3.24883 2.12224
H 3.20365 -1.70300 0.61778
H -0.36473 0.49484 -0.34055
H -1.68870 -0.98195 1.22307
*
```


Number 1: electronic energy -307.634008 a.u.. Number 2: electronic energy -2911.346312 a.u..